P:
{
  "formula": "C6H11N2",
  "method": "wB97M-V/def2-TZVPD",
  "elements": ["C", "N", "C", "N", "C", "C", "C", "C", "H", "H", "H", "H", "H", "H", "H", "H", "H", "H", "H"],
  "coordinates": [[-2.2737, -1.1431, 0.0554], [-1.7054, -0.0040, 0.3071], [-0.6418, 1.1291, -0.0432], [0.6154, 0.9536, 0.2897], [1.4990, 0.2052, -0.4862], [2.8346, -0.0743, 0.1414], [1.8180, -1.1732, 0.1191], [-3.1269, -0.0330, 0.0713], [-2.2654, -2.1177, -0.4318], [-1.1713, 1.8976, 0.5273], [-0.7493, 1.2854, -1.1666], [0.8793, 0.9779, 1.2284], [1.3724, 0.2823, -1.5380], [3.0890, 0.4032, 1.1486], [3.7260, 0.0716, -0.4949], [1.8801, -1.8879, -0.6165], [1.4379, -1.4640, 0.9788], [-3.3356, 0.4475, -0.9826], [-3.8826, 0.2438, 0.8927]],
  "nbo_charge": [0.27, -0.22, -0.01, -0.56, -0.07, -0.42, -0.43, -0.27, 0.28, 0.23, 0.24, 0.40, 0.22, 0.23, 0.25, 0.22, 0.21, 0.21, 0.24],
  "total_charge": 1,
  "molar_mass_g_mol": 111.17,
  "gap_ev": 7.4,
  "multiplicity": 1,
  "smiles": "C1=[N+](CNC2CC2)C1"
}


Q:
{
  "formula": "C6H11N2",
  "method": "wB97M-V/def2-TZVPD",
  "elements": ["C", "C", "C", "C", "C", "N", "C", "N", "H", "H", "H", "H", "H", "H", "H", "H", "H", "H", "H"],
  "coordinates": [[0.0650, 2.9382, -1.6848], [0.3812, 1.9979, -0.5623], [0.1130, 0.5684, -1.1275], [-0.0650, -0.3430, 0.0529], [0.7115, -0.5594, 1.1647], [0.2840, -1.7061, 1.8212], [-0.6775, -2.2915, 1.0518], [-0.8517, -1.4288, -0.1313], [-0.9594, 2.9038, -2.1418], [0.1748, 4.0232, -1.5655], [0.8370, 2.8083, -2.5125], [-0.2130, 2.3149, 0.2944], [1.4621, 2.1831, -0.2680], [0.9948, 0.3644, -1.7638], [-0.9451, 0.4832, -1.6466], [1.3747, 0.1635, 1.5405], [0.8856, -2.2149, 2.5098], [-1.2174, -3.3207, 1.1323], [-1.5888, -1.6279, -0.7772]],
  "nbo_charge": [-0.63, -0.42, -0.44, 0.19, -0.07, -0.46, 0.23, -0.47, 0.22, 0.24, 0.21, 0.22, 0.22, 0.27, 0.23, 0.26, 0.48, 0.28, 0.45],
  "total_charge": 1,
  "molar_mass_g_mol": 111.17,
  "gap_ev": 10.0,
  "multiplicity": 1,
  "smiles": "CCCc1c[nH]c[nH+]1"
}


Result of the stability comparison: P is the least stable of them.


P:
{
  "formula": "C6H11N2",
  "method": "wB97M-V/def2-TZVPD",
  "elements": ["C", "C", "C", "N", "N", "C", "C", "C", "H", "H", "H", "H", "H", "H", "H", "H", "H", "H", "H"],
  "coordinates": [[-0.6746, 1.7837, -1.2076], [0.2868, 0.6419, -0.9706], [0.4925, -0.3759, -2.1020], [0.0653, -0.0161, 0.3556], [-0.7663, 0.4033, 1.1981], [-0.7470, -0.3992, 2.3702], [0.3137, -1.4893, 2.1519], [0.8480, -1.3096, 0.9832], [-1.6288, 1.5288, -1.6871], [-0.7045, 2.2248, -0.3254], [-0.1457, 2.4918, -1.8722], [1.2520, 1.1016, -0.7743], [-0.3507, -1.1663, -2.0856], [1.5098, -0.9983, -2.0937], [0.4574, 0.1703, -3.0567], [-1.6561, -1.0184, 2.5550], [-0.8379, 0.3603, 3.2488], [0.6310, -2.1663, 2.9583], [1.6552, -1.7672, 0.3540]],
  "nbo_charge": [-0.61, -0.06, -0.64, 0.02, 0.01, -0.36, -0.18, -0.05, 0.24, 0.22, 0.24, 0.23, 0.23, 0.24, 0.26, 0.31, 0.31, 0.29, 0.28],
  "total_charge": 1,
  "molar_mass_g_mol": 111.17,
  "gap_ev": 10.7,
  "multiplicity": 1,
  "smiles": "CC(C)[N+]1=NCC=C1"
}


Q:
{
  "formula": "C6H11N2",
  "method": "wB97M-V/def2-TZVPD",
  "elements": ["C", "C", "C", "C", "C", "C", "N", "N", "H", "H", "H", "H", "H", "H", "H", "H", "H", "H", "H"],
  "coordinates": [[-2.1289, -1.0590, -0.0804], [-1.6185, -0.6033, 1.0008], [0.6448, -0.2406, -1.2968], [-0.0293, -0.5994, 1.0493], [-2.2050, -0.4949, 2.3725], [2.4092, 1.2389, -2.0394], [0.6424, 0.1364, -0.0117], [1.2229, 0.4538, -2.1661], [-2.0526, -1.2556, -1.0922], [0.0557, -0.1474, 1.9735], [0.4168, -1.6635, 0.9955], [-3.2828, -0.3485, 2.4343], [-1.6463, 0.2723, 2.9486], [-2.0274, -1.4826, 2.7713], [2.0545, 2.3106, -1.9506], [3.0141, 1.1262, -2.9085], [2.7146, 1.0991, -1.0823], [0.7348, 1.1285, 0.1478], [1.0812, 0.1291, -3.0655]],
  "nbo_charge": [0.10, -0.13, 0.45, -0.20, -0.63, -0.43, -0.59, -0.52, 0.22, 0.23, 0.25, 0.26, 0.23, 0.25, 0.22, 0.25, 0.22, 0.41, 0.42],
  "total_charge": 1,
  "molar_mass_g_mol": 111.17,
  "gap_ev": [5.8, 9.2],
  "multiplicity": 1
}


R:
{
  "formula": "C6H11N2",
  "method": "wB97M-V/def2-TZVPD",
  "elements": ["C", "N", "C", "N", "C", "C", "C", "C", "H", "H", "H", "H", "H", "H", "H", "H", "H", "H", "H"],
  "coordinates": [[2.3143, 1.9002, 0.8924], [1.7320, 1.5325, -0.1403], [1.0013, 0.4687, -0.4428], [1.0515, -0.4604, -1.3204], [-0.1309, -1.2892, -1.4429], [-1.2789, -0.4173, -0.9582], [-0.7943, 0.4104, 0.1692], [-0.6472, -0.2130, 1.5150], [2.6605, 1.2076, 1.7123], [2.7482, 2.9029, 0.9135], [1.8523, -0.6150, -1.8946], [0.0293, -2.0565, -0.6983], [-0.2545, -1.7849, -2.5505], [-1.4590, 0.1793, -1.7593], [-2.2239, -0.9016, -0.8641], [-1.0330, 1.4882, 0.1287], [-0.5835, -1.3450, 1.6195], [-1.4795, 0.1022, 2.0776], [0.2904, 0.2831, 1.9456]],
  "nbo_charge": [0.05, -0.41, 0.53, -0.50, -0.21, -0.47, -0.09, -0.65, 0.19, 0.21, 0.43, 0.21, 0.26, 0.23, 0.26, 0.25, 0.24, 0.25, 0.21],
  "total_charge": 1,
  "molar_mass_g_mol": 111.17,
  "gap_ev": 10.8,
  "multiplicity": 1,
  "smiles": "C=NC1=[NH+]CC[C@H]1C"
}


Result of the stability comparison: Q is the least stable of them.


P:
{
  "formula": "C2H5NOS2",
  "method": "wB97M-V/def2-TZVPD",
  "elements": ["O", "C", "C", "S", "N", "S", "H", "H", "H", "H", "H"],
  "coordinates": [[0.0428, 1.6244, 0.9560], [-0.5863, 1.1189, -0.2567], [-0.1612, -0.2870, -0.5917], [-0.5414, -0.8551, -2.0491], [0.2851, -1.0239, 0.4607], [0.4048, -2.6995, 0.5817], [0.3945, 2.5064, 0.7952], [-1.6681, 1.1728, -0.0950], [-0.3922, 1.8116, -1.0755], [0.6278, -0.4443, 1.2548], [1.5942, -2.9243, 0.0196]],
  "nbo_charge": [-0.75, -0.14, 0.05, -0.08, -0.75, 0.23, 0.48, 0.21, 0.21, 0.43, 0.10],
  "molar_mass_g_mol": 123.20,
  "gap_ev": 8.9,
  "multiplicity": 1,
  "smiles": "OCC(=S)NS"
}


Q:
{
  "formula": "C2H5NOS2",
  "method": "wB97M-V/def2-TZVPD",
  "elements": ["O", "N", "C", "S", "C", "S", "H", "H", "H", "H", "H"],
  "coordinates": [[1.5642, -0.7150, 0.1129], [0.6418, -0.7130, -0.8625], [-0.6042, -0.2033, -0.7111], [-1.6225, 0.0971, -1.9695], [-0.9421, 0.2974, 0.7042], [-0.2012, 1.9629, 1.0555], [1.5545, -1.6505, 0.4954], [1.0682, -0.7325, -1.7266], [-1.9974, 0.3205, 0.8187], [-0.4970, -0.3344, 1.4605], [1.0356, 1.6708, 0.6224]],
  "nbo_charge": [-0.54, -0.30, 0.08, -0.11, -0.57, -0.02, 0.48, 0.38, 0.25, 0.22, 0.13],
  "molar_mass_g_mol": 123.20,
  "gap_ev": 8.9,
  "multiplicity": 1,
  "smiles": "ONC(=S)CS"
}


Result of the stability comparison: Q is the least stable of them.


P:
{
  "formula": "C9H15N2O",
  "method": "wB97M-V/def2-TZVPD",
  "elements": ["C", "C", "C", "C", "C", "C", "C", "C", "C", "N", "N", "O", "H", "H", "H", "H", "H", "H", "H", "H", "H", "H", "H", "H", "H", "H", "H"],
  "coordinates": [[-2.5036, 0.1750, -0.5591], [-2.8128, 0.2189, 0.6168], [1.3393, 1.2884, -0.8096], [1.2543, -0.6795, 0.2790], [2.5394, -0.2846, 0.0766], [-2.6158, -0.2359, -1.9671], [-3.1849, 0.4382, 2.0033], [0.6090, -1.8133, 0.9961], [3.8836, -0.7327, 0.4890], [0.4646, 0.3404, -0.2071], [0.9951, 2.3419, -1.6085], [2.5354, 0.9711, -0.5506], [-1.6478, -0.5873, -2.4384], [-2.9520, 0.7286, -2.5119], [-3.4415, -0.9496, -1.9920], [-3.9777, -0.2828, 2.3552], [-3.4421, 1.4672, 1.9984], [-2.2401, 0.2872, 2.6952], [1.2960, -2.6280, 1.0601], [-0.2373, -2.0089, 0.3753], [0.2693, -1.4437, 1.9600], [4.3506, -1.3723, -0.3467], [3.8196, -1.2708, 1.4009], [4.4125, 0.2304, 0.6878], [-0.4943, 0.2403, -0.3725], [0.0410, 2.5096, -1.8615], [1.7401, 3.0522, -1.7686]],
  "nbo_charge": [-0.14, 0.06, 0.77, 0.14, 0.25, -0.68, -0.69, -0.63, -0.66, -0.54, -0.78, -0.38, 0.23, 0.24, 0.26, 0.27, 0.25, 0.24, 0.25, 0.24, 0.24, 0.25, 0.25, 0.25, 0.45, 0.44, 0.45],
  "total_charge": 1,
  "molar_mass_g_mol": 167.23,
  "gap_ev": 10.0,
  "multiplicity": 1
}


Q:
{
  "formula": "C9H15N2O",
  "method": "wB97M-V/def2-TZVPD",
  "elements": ["C", "C", "C", "C", "C", "N", "C", "H", "H", "H", "H", "H", "H", "H", "H", "C", "O", "N", "C", "C", "H", "H", "H", "H", "H", "H", "H"],
  "coordinates": [[1.7047, -0.3897, 1.8154], [0.0641, -0.1591, 1.9472], [-0.5122, 1.3450, 2.3448], [-2.1660, 1.4528, 2.4922], [-3.0782, 0.0836, 2.2243], [-2.4432, -1.2531, 1.8391], [-0.9395, -1.4349, 1.7066], [1.9575, -1.2357, 1.0360], [2.0613, -0.6995, 2.9086], [2.2588, 0.5972, 1.5146], [0.1705, 2.2741, 2.5556], [-2.6177, 2.4938, 2.8051], [-4.2525, 0.1404, 2.3422], [-3.0570, -2.0887, 1.6564], [-0.5203, -2.4958, 1.4421], [0.6478, -0.8555, -1.4185], [1.4696, -1.6026, -0.9023], [0.9052, 0.0273, -2.4457], [-0.1244, 0.8794, -3.0031], [2.2465, 0.1062, -2.9853], [-0.4022, -0.8352, -1.0834], [-0.2307, 0.6546, -4.0683], [0.1743, 1.9239, -2.8760], [-1.0835, 0.7169, -2.5044], [2.5338, -0.8769, -3.3702], [2.9367, 0.3860, -2.1838], [2.2967, 0.8455, -3.7894]],
  "nbo_charge": [-0.69, 0.02, -0.12, -0.22, 0.05, -0.51, 0.05, 0.31, 0.25, 0.25, 0.28, 0.28, 0.28, 0.46, 0.29, 0.53, -0.65, -0.42, -0.40, -0.42, 0.10, 0.21, 0.20, 0.21, 0.22, 0.21, 0.22],
  "total_charge": 1,
  "molar_mass_g_mol": 167.23,
  "gap_ev": 6.8,
  "multiplicity": 1
}


Result of the stability comparison: Q is the least stable of them.